The following is a quantum chemistry calculation of a gas-phase ion, C3H4FO2 (charge -1) in a non-equilibrium geometry, from the OMol25 dataset.

```
10
Properties=species:S:1:pos:R:3:forces:R:3:mulliken_charge:R:1
C 1.1395 -0.9927 -0.1293 -1.776 -0.732 0.097 0.470
C -0.3801 1.0542 0.1208 -1.364 -0.946 -0.207 -1.252
C -0.4426 -0.4433 -0.1743 1.186 1.062 0.192 0.304
O 1.3553 -1.9740 0.5804 -0.395 -0.506 0.552 -0.694
O 1.9340 -0.3321 -0.7889 0.213 1.148 -0.949 -0.690
F -1.2707 -0.9835 0.8492 0.446 -0.256 -0.547 -0.342
H -1.3952 1.2697 0.4343 -0.424 0.602 -0.152 0.378
H 0.2099 1.2223 0.9731 1.229 0.522 0.887 0.336
H -0.1111 1.6201 -0.7581 0.319 0.199 0.003 0.283
H -1.0389 -0.4407 -1.1074 0.566 -1.092 0.124 0.207
```
Positions in Å, forces in eV/Å.

Summary:
gap between HOMO and LUMO = 8.524 eV
2S+1 = 1
relative energy (zero: lowest compared OMol25 entry of this formula, charge and spin) = 0.0 kcal/mol
E_LUMO = 4.421 eV
SMILES = C[C@H](F)C(=O)[O-]
HOMO energy = -4.10 eV
strongest force on any atom = 1.9 eV Å⁻¹
charge = -1
E_tot = -9989.5141 eV

=====

The following is a quantum chemistry calculation of a molecular structure, C4H31N2O12 in a non-equilibrium geometry, from the OMol25 dataset.

```
49
Properties=species:S:1:pos:R:3:forces:R:3:mulliken_charge:R:1
N 0.4684 -1.7812 -0.9536 0.860 0.730 0.606 0.161
C 1.2945 -0.6765 -1.5434 0.018 -1.840 -0.573 -0.828
C 0.3837 0.5231 -1.6749 1.280 1.293 0.466 0.177
N 0.9803 1.7138 -1.7131 0.565 -0.236 -0.468 0.042
C 2.3731 1.9868 -1.4221 1.201 -0.110 0.135 -1.171
C 2.4966 2.3178 0.0534 -0.459 -1.335 0.134 0.135
O 1.9919 1.1198 0.6999 0.462 -0.300 -0.073 -0.338
O -0.8331 0.3991 -1.6934 4.848 -1.347 -3.939 -0.730
H -0.4423 -1.9868 -1.4384 -0.164 0.094 0.649 0.405
H 0.2990 -1.4731 0.0157 -0.884 -0.416 -0.026 0.003
H 0.9800 -2.6460 -0.7938 0.228 -0.037 -0.490 0.406
H 2.1673 -0.5970 -0.9136 -0.070 0.615 0.310 0.687
H 1.6727 -1.0344 -2.5073 -0.302 0.436 -0.129 0.302
H 0.4588 2.5557 -1.8676 -0.698 -0.143 -0.094 0.323
H 3.0253 1.1579 -1.6904 -0.248 -0.347 0.098 0.366
H 2.7581 2.7571 -2.0792 -0.297 0.542 0.052 0.506
H 1.7591 3.0737 0.2867 1.820 -0.978 -1.203 -0.315
H 3.4742 2.6068 0.4269 0.410 -0.247 -0.352 0.504
H 2.0136 1.2648 1.6422 0.079 -0.153 0.408 0.207
H -3.9542 -0.5230 0.9928 0.246 -0.298 0.063 0.313
H -2.5911 -0.4373 1.6309 -0.639 -0.520 -0.125 0.317
O -3.4051 -0.9893 1.6443 0.461 1.006 0.186 -0.684
H -2.6046 -1.6180 -1.6086 0.119 0.649 -0.265 0.247
H -2.5870 -2.8584 -0.8093 0.551 -0.585 0.518 0.344
O -2.0090 -2.3401 -1.3962 -0.907 -0.104 -0.462 -0.672
H 1.0735 3.7708 1.2263 -0.764 0.752 0.567 0.453
H -0.0081 3.9274 0.1728 -0.384 0.149 0.511 0.387
O 0.8694 4.2434 0.4129 -1.338 2.106 0.210 -0.651
H -1.9389 3.0155 -0.0272 0.022 -0.196 -0.177 0.296
H -2.3397 3.4998 1.3325 0.250 0.036 0.206 0.290
O -1.6344 3.0117 0.8851 -0.354 0.331 -0.055 -0.626
H 0.5539 -2.6462 4.9649 -0.088 -0.235 -0.072 0.295
H 1.2042 -1.4719 5.6098 0.152 0.336 0.287 0.278
O 1.0400 -1.8478 4.7454 -0.089 -0.104 -0.137 -0.555
H -0.1007 -0.9163 -4.2429 0.224 0.177 0.193 0.294
H 0.0679 0.0061 -5.3730 0.335 0.387 -0.088 0.298
O 0.4496 -0.1595 -4.5014 -0.607 -0.610 -0.172 -0.595
H -0.4087 -2.6355 2.4015 0.017 0.145 0.443 0.230
H 0.3021 -1.1815 2.3104 -0.145 -0.698 0.585 0.269
O -0.1767 -1.8879 1.8522 0.165 0.710 -1.080 -0.644
H 2.9202 -1.1771 3.3106 0.051 -0.013 0.349 0.294
H 2.3113 -2.2366 2.4382 -0.137 -0.305 0.098 0.286
O 2.8634 -1.4572 2.3978 0.076 0.302 -0.470 -0.543
H -1.7730 0.5109 -1.0840 -1.334 1.304 0.798 0.649
H -2.9811 1.4450 -0.3415 0.155 0.360 -0.277 0.093
O -2.5793 0.6125 -0.5486 -4.625 -0.975 3.000 -0.551
H -3.5233 -3.9246 1.3673 0.226 -0.150 -0.208 0.298
H -2.9136 -2.5368 1.3087 0.029 -0.206 -0.286 0.460
O -2.7704 -3.4596 0.9764 -0.319 0.024 0.350 -0.710
```
Positions in Å, forces in eV/Å.

Summary:
gap between HOMO and LUMO = 9.818 eV
2S+1 = 1
relative energy (zero: lowest compared OMol25 entry of this formula, charge and spin) = 105.2 kcal/mol
E_LUMO = -2.471 eV
HOMO energy = -12.29 eV
strongest force on any atom = 6.4 eV Å⁻¹
charge = +1
E_tot = -32193.9953 eV

=====

The following is a quantum chemistry calculation of 6 unconnected molecules or ions with the total composition C18H48O6 in a non-equilibrium geometry, from the OMol25 dataset.

```
72
Properties=species:S:1:pos:R:3:forces:R:3:mulliken_charge:R:1
C -0.6129 -1.4963 -0.0241 -0.471 -1.557 0.350 -1.269
C 0.6436 -0.9008 0.5315 0.512 0.888 1.292 0.629
C 0.9941 0.3496 -0.1312 0.648 1.557 -2.373 -1.369
O 0.4857 -0.5967 1.9084 -0.804 -0.301 1.074 -0.574
H -1.1773 -2.0420 0.7320 0.377 -0.191 0.363 0.354
H -0.3571 -2.2545 -0.7642 -0.201 0.248 -0.360 0.317
H -1.3806 -0.8102 -0.3818 0.586 0.429 -0.365 0.335
H 1.5977 -1.4272 0.5061 -0.471 -1.393 -0.601 0.233
H 1.8592 0.8436 0.3112 -0.138 0.130 0.270 0.376
H 0.1753 1.0482 -0.3030 -0.085 0.072 0.513 0.321
H 1.3305 0.0992 -1.1374 0.098 0.019 -0.350 0.334
H 1.3326 -0.2567 2.2064 -0.042 0.100 0.193 0.313
C -4.5148 3.0221 -7.6612 -0.517 0.079 1.355 -1.160
C -4.4275 4.3666 -6.8705 0.413 0.318 -0.840 0.452
C -2.9818 4.8244 -6.5118 -0.426 -0.948 -0.378 -1.295
O -4.9944 5.3921 -7.6882 0.195 0.612 -0.703 -0.567
H -5.5624 2.7379 -7.7609 -0.212 0.147 0.009 0.327
H -4.0889 2.2171 -7.0623 0.330 -0.083 -0.126 0.327
H -4.1268 3.0043 -8.6796 0.430 0.496 0.258 0.314
H -5.1169 4.4443 -6.0298 0.566 -1.123 0.732 0.282
H -2.3324 4.6231 -7.3638 -0.148 0.591 -0.422 0.321
H -2.4710 4.2129 -5.7681 -0.566 -0.084 0.489 0.361
H -2.9542 5.8690 -6.2020 -0.033 -0.108 -0.175 0.319
H -5.9466 5.3173 -7.5920 -0.032 0.101 -0.199 0.320
C 7.8600 -0.3331 2.9358 -0.070 2.081 -0.117 -1.200
C 7.3272 0.5223 4.1529 0.813 -1.110 0.180 0.524
C 7.5938 1.9759 4.2168 1.958 1.207 -1.260 -1.212
O 5.9618 0.4054 4.3951 -1.076 -1.151 0.112 -0.535
H 8.9105 -0.0821 2.7891 0.354 -0.492 0.515 0.333
H 7.4867 0.0785 1.9981 -0.714 -0.135 -0.050 0.300
H 7.6953 -1.4106 2.9419 -0.058 0.177 0.421 0.332
H 7.8292 0.1574 5.0490 0.366 -0.532 0.021 0.183
H 6.8916 2.6251 3.6940 -0.330 -0.242 0.260 0.335
H 8.5388 2.1351 3.6975 0.291 0.271 -0.126 0.321
H 7.8192 2.3057 5.2310 -0.631 0.064 0.013 0.297
H 5.9241 -0.4485 4.8322 -0.912 -0.139 0.021 0.322
C 8.5930 7.1342 -1.1505 0.146 -1.816 1.157 -1.202
C 8.6800 6.0223 -2.1742 0.102 -0.089 -1.241 0.436
C 8.4882 4.5743 -1.6666 0.322 1.089 -0.495 -1.205
O 7.7629 6.3309 -3.1646 -2.991 -0.442 -1.647 -0.576
H 9.5720 7.1180 -0.6716 -0.030 1.210 0.203 0.312
H 7.8951 6.7756 -0.3938 -0.086 -0.054 0.281 0.297
H 8.0938 8.0369 -1.5026 1.005 0.230 -0.234 0.413
H 9.5425 6.0010 -2.8403 1.461 0.120 1.276 0.240
H 8.7995 3.8906 -2.4564 0.145 -0.033 0.122 0.342
H 7.4593 4.3089 -1.4238 0.010 0.362 0.314 0.322
H 9.1667 4.5140 -0.8157 -0.196 -0.535 0.150 0.326
H 7.9670 7.1793 -3.5647 0.111 -0.043 0.116 0.297
C -7.5119 -3.1826 -1.9098 0.482 -0.394 -0.366 -1.239
C -8.3345 -3.9710 -0.9507 -1.849 0.535 1.439 0.451
C -9.7901 -3.3986 -0.7058 0.331 -0.350 -1.145 -1.134
O -8.3994 -5.3237 -1.3708 0.115 -0.002 -0.050 -0.555
H -7.1998 -2.2432 -1.4536 -0.308 0.212 -0.391 0.343
H -8.0295 -3.1064 -2.8661 -0.079 0.534 0.050 0.325
H -6.6051 -3.7440 -2.1350 0.137 -0.026 0.146 0.315
H -7.9059 -3.9044 0.0493 0.565 -0.253 0.070 0.222
H -9.8431 -2.5269 -0.0537 0.260 -0.125 0.132 0.333
H -10.4706 -4.1773 -0.3612 0.281 -0.096 0.484 0.338
H -10.2530 -3.1085 -1.6491 0.170 0.174 -0.267 0.270
H -8.5391 -5.8443 -0.5764 -0.102 -0.208 -0.098 0.332
C -3.6325 -5.2828 5.4770 0.677 0.455 -1.394 -1.139
C -3.9790 -6.7322 5.5188 1.931 0.221 2.309 0.270
C -3.0360 -7.5471 6.4627 -0.652 0.113 -0.148 -1.220
O -5.2399 -6.6774 6.0917 -2.557 -1.594 -0.354 -0.565
H -2.5817 -5.1528 5.2184 0.014 0.540 0.069 0.347
H -3.9409 -4.7811 6.3943 0.523 -0.080 0.139 0.330
H -4.2879 -4.8910 4.6990 0.299 0.504 -0.129 0.292
H -3.9405 -7.1770 4.5244 -0.717 -0.093 0.085 0.326
H -2.1356 -7.9277 5.9805 -0.120 -0.086 -0.030 0.360
H -3.6455 -8.3410 6.8944 0.204 -0.479 -0.373 0.361
H -2.7321 -6.9880 7.3476 0.098 0.506 -0.139 0.293
H -5.1976 -6.3755 7.0020 0.300 -0.004 -0.040 0.345
```
Positions in Å, forces in eV/Å.

Summary:
gap between HOMO and LUMO = 10.442 eV
2S+1 = 1
relative energy (zero: lowest compared OMol25 entry of this formula, charge and spin) = 89.9 kcal/mol
E_LUMO = 0.580 eV
SMILES = CC(C)O.CC(C)O.CC(C)O.CC(C)O.CC(C)O.CC(C)O
HOMO energy = -9.86 eV
strongest force on any atom = 3.4 eV Å⁻¹
E_tot = -31725.7518 eV

=====

The following is a quantum chemistry calculation of C5H9NO in the gas phase in a non-equilibrium geometry, from the OMol25 dataset.

```
16
Properties=species:S:1:pos:R:3:forces:R:3:mulliken_charge:R:1
C 1.2414 0.6561 -1.5649 0.328 -0.243 -0.154 -0.872
N 0.3464 0.8893 -0.4650 -0.888 -0.500 0.115 0.126
C -0.9357 1.1157 -0.5701 -1.114 0.271 -0.164 -0.611
C 0.5933 0.5053 0.8269 0.747 0.314 0.547 -0.657
C 0.0500 -0.6348 1.5128 -0.150 0.302 -0.036 0.710
O 0.4544 -0.9333 2.6334 -0.068 0.203 -0.196 -0.638
C -0.9476 -1.5331 0.8412 -0.296 -0.250 -0.095 -1.031
H 1.1356 1.3752 -2.3791 -0.017 0.130 0.299 0.326
H 1.0631 -0.3411 -1.9644 0.091 -0.148 -0.021 0.310
H 2.2201 0.6798 -1.1029 0.425 0.024 -0.323 0.329
H -1.4192 1.7603 0.1269 -0.021 0.018 0.738 0.295
H -1.5775 0.7669 -1.3576 0.238 -0.161 -0.821 0.368
H 1.3841 0.9901 1.3512 0.801 0.230 0.181 0.432
H -0.7453 -2.5235 1.2438 -0.167 -0.096 -0.169 0.372
H -1.9595 -1.2380 1.1178 -0.031 -0.070 0.084 0.253
H -0.9037 -1.5347 -0.2499 0.121 -0.023 0.016 0.289
```
Positions in Å, forces in eV/Å.

Summary:
gap between HOMO and LUMO (spin up / spin down) = 7.877 / 7.885 eV
2S+1 = 1
relative energy (zero: lowest compared OMol25 entry of this formula, charge and spin) = 84.1 kcal/mol
E_LUMO (spin up / spin down) = -0.133 / -0.130 eV
HOMO energy (spin up / spin down) = -8.01 / -8.01 eV
strongest force on any atom = 1.2 eV Å⁻¹
E_tot = -8865.5646 eV